Here is C38H35BrN4PbS3 as an isolated structure from OMol25. Energies are from the ωB97M-V functional and the def2-TZVPD basis.

Atoms and positions in Å:
Pb: -1.655144 0.616478 0.648173
N: -3.637068 -5.495044 0.195940
C: -3.270205 -4.637989 -0.818303
S: -4.404314 -4.399498 -2.067239
N: -2.048300 -4.155720 -0.754218
N: -1.804223 -3.217723 -1.651621
C: -0.620843 -3.156670 -2.236107
C: 0.585983 -4.048120 -2.086858
C: 0.377192 -5.440385 -2.276020
C: 1.449127 -6.348241 -2.258006
C: 2.754250 -5.880783 -2.011815
C: 2.930110 -4.488754 -1.963519
C: 1.885271 -3.594406 -1.945020
C: -0.588590 -1.897518 -3.119946
C: -0.316502 -1.972451 -4.520423
C: -0.482158 -0.822766 -5.249113
C: -0.782031 0.394226 -4.628448
C: -0.996903 0.395920 -3.240095
N: -0.827468 -0.720877 -2.490344
H: -4.627619 -5.631413 0.192366
H: -3.259191 -5.299525 1.079686
H: -0.615346 -5.815415 -2.259589
H: 1.222780 -7.439857 -2.292728
H: 3.621426 -6.482597 -2.067332
H: 3.921150 -4.146134 -1.724669
H: 2.130799 -2.553433 -1.896430
H: 0.076140 -2.921173 -4.878442
H: -0.252766 -0.753780 -6.280215
H: -0.828115 1.346385 -5.136250
H: -1.205109 1.328231 -2.706818
C: -3.357060 5.150306 1.853973
C: -3.210900 3.802645 1.189873
S: -2.516782 2.619662 2.336820
C: -3.460612 3.493914 -0.108057
C: -3.906876 4.529737 -1.123945
S: -3.345362 1.912006 -0.830840
H: -3.578280 5.974931 1.172414
H: -2.343927 5.462061 2.324631
H: -4.097392 5.066893 2.621358
H: -4.794390 4.205676 -1.592752
H: -3.104313 4.589534 -1.891845
H: -4.097447 5.497059 -0.708696
C: -1.672990 -3.140633 2.632870
H: -2.669155 -3.485178 2.835946
H: -1.069579 -4.051484 2.478788
H: -1.661331 -2.585825 1.704990
Br: 1.239221 0.967081 6.130717
C: 0.361978 -0.339416 5.201048
C: -0.848180 0.061325 4.505476
C: -1.542879 -0.894889 3.835634
C: -1.005460 -2.219722 3.681016
C: 0.196201 -2.525534 4.280875
C: 0.829695 -1.625329 5.088613
H: -1.257570 1.030136 4.571207
H: -2.411999 -0.651080 3.314182
H: 0.543865 -3.564514 4.126556
H: 1.807992 -1.752467 5.549654
C: 3.502192 5.960111 0.310521
C: 2.151563 6.397463 0.330070
C: 1.146440 5.499890 0.264434
C: 1.434020 4.089675 0.113849
C: 2.785045 3.681634 0.146390
C: 3.794139 4.617308 0.229833
C: 0.274331 3.189161 0.172715
C: 0.311466 1.856734 0.448612
C: 1.544245 1.108104 0.359886
C: 1.980961 0.570343 -0.873035
C: 3.226695 -0.018046 -1.001449
C: 4.162322 -0.089494 0.016953
C: 3.689995 0.329245 1.299529
C: 2.410814 0.900949 1.436251
H: 4.281259 6.731067 0.376345
H: 1.902493 7.472357 0.401296
H: 0.101759 5.863812 0.227896
H: 3.019008 2.651631 -0.059336
H: 4.851351 4.310358 0.162751
H: -0.682714 3.662896 0.018860
H: 1.410303 0.607649 -1.750068
H: 3.510187 -0.529007 -1.977063
H: 5.078554 -0.541796 -0.000529
H: 4.212205 0.116889 2.202471
H: 2.142537 1.273185 2.405752

Forces on atoms 1 to 2 (eV/Å):
Pb -0.399 -0.040 0.491
N -0.422 -0.639 -0.617

Output
HOMO = -1.698 eV
lowest unoccupied orbital energy = 3.8 eV
orbital gap = 0.204 hartree
charge = -2

Results of the Mulliken charge analysis, in e, for atoms 1 through 5: atom 1 (Pb): 0.52, atom 2 (N): -0.56, atom 3 (C): 0.24, atom 4 (S): -0.57, atom 5 (N): -0.72